[1]
Entry from the OMol25 dataset: a cluster of 2 separate species, C3H7NO3S in total at a distorted geometry (ωB97M-V with the def2-TZVPD basis set).

XYZ file:
```
15
Properties=species:S:1:pos:R:3
C 1.290 -1.303 -0.206
S 2.042 0.325 -0.089
O 3.447 0.212 -0.271
O 1.336 1.302 -0.878
O 1.800 0.642 1.464
H 1.801 -1.918 0.520
H 0.235 -1.220 0.021
H 1.450 -1.684 -1.206
H 0.864 0.753 1.649
C -0.963 1.472 0.417
N -1.146 0.257 0.663
C -1.727 0.792 -0.611
H -0.552 2.395 0.747
H -2.800 0.914 -0.657
H -1.234 0.515 -1.533
```

SMILES string = CS(=O)(=O)O.C1=NC1
Gap between HOMO and LUMO = 11.59 eV
ΔE to the lowest compared entry with this formula, charge and spin = 53.8 kcal per mole
LUMO energy = 0.7993 eV
HOMO level = -10.7911 eV

---

[2]
Entry from the OMol25 dataset: a cluster of 2 separate species, C5H7NO in total at a distorted geometry (ωB97M-V with the def2-TZVPD basis set).

XYZ file:
```
14
Properties=species:S:1:pos:R:3
C 3.151 0.116 -0.058
C 0.454 -0.320 0.005
C -1.929 -0.024 -0.714
C -1.930 -0.089 0.765
C -0.717 0.490 0.051
N 2.244 0.941 0.059
O 0.778 -1.449 -0.064
H 4.192 0.428 -0.095
H 2.990 -0.968 -0.127
H -1.802 -0.943 -1.266
H -2.538 0.712 -1.217
H -2.537 0.605 1.323
H -1.812 -1.053 1.236
H -0.544 1.554 0.101
```

Gap between HOMO and LUMO = 8.87 eV
ΔE to the lowest compared entry with this formula, charge and spin = 85.0 kcal per mole
LUMO energy = 0.9415 eV
HOMO level = -7.9276 eV

---

[3]
Entry from the OMol25 dataset: a cluster of 5 separate species, C24H34BrN8 in total at a distorted geometry (ωB97M-V with the def2-TZVPD basis set).

XYZ file:
```
67
Properties=species:S:1:pos:R:3
C 2.342 3.543 -1.168
C 3.206 3.274 -0.194
C 3.634 1.864 0.085
N 4.996 1.605 -0.390
N 6.033 2.464 -0.329
C 7.086 1.826 -0.849
C 8.452 2.401 -0.954
Br 8.504 4.139 -0.084
C 8.997 2.370 -2.380
C 8.585 3.527 -3.288
N 6.774 0.607 -1.221
C 5.459 0.471 -0.927
N 4.752 -0.667 -1.130
H 2.201 4.556 -1.504
H 1.776 2.734 -1.602
H 3.598 4.055 0.441
H 3.645 1.708 1.165
H 2.959 1.130 -0.330
H 6.002 3.401 0.050
H 9.077 1.755 -0.349
H 10.075 2.289 -2.322
H 8.642 1.453 -2.838
H 8.567 4.491 -2.797
H 7.651 3.318 -3.796
H 9.324 3.602 -4.078
H 4.337 -1.146 -0.353
H 4.588 -1.053 -2.040
N -1.028 2.468 0.174
C -1.955 1.458 0.268
C -2.889 1.655 -0.705
C -2.523 2.823 -1.426
C -1.370 3.301 -0.863
H -0.230 2.585 0.768
H -1.878 0.686 1.012
H -3.743 1.023 -0.882
H -3.047 3.262 -2.258
H -0.768 4.161 -1.105
N -1.770 0.577 3.715
C -1.766 -0.783 3.891
C -2.463 -1.057 5.037
C -2.906 0.184 5.572
C -2.465 1.172 4.734
H -1.334 1.061 2.957
H -1.272 -1.433 3.189
H -2.637 -2.037 5.448
H -3.483 0.332 6.469
H -2.588 2.241 4.772
N -5.201 -1.401 1.749
C -5.650 -2.642 1.395
C -6.436 -2.500 0.280
C -6.460 -1.119 -0.051
C -5.688 -0.469 0.873
H -4.607 -1.204 2.536
H -5.377 -3.515 1.963
H -6.944 -3.296 -0.238
H -6.984 -0.658 -0.872
H -5.443 0.574 0.987
N -5.741 -5.706 -1.185
C -4.930 -6.806 -1.245
C -5.638 -7.821 -1.831
C -6.928 -7.311 -2.140
C -6.959 -6.005 -1.731
H -5.482 -4.816 -0.799
H -3.923 -6.773 -0.866
H -5.274 -8.817 -2.018
H -7.739 -7.843 -2.609
H -7.741 -5.266 -1.782
```

Net charge = +1
Gap between HOMO and LUMO = 6.04 eV
LUMO energy = -3.1637 eV
HOMO level = -9.2065 eV